Molecular formula: C116H150F24N24O24S8
Method: DFT, ωB97M-V/def2-TZVPD

Its HOMO-LUMO gap is 5.84 eV. The calculation puts the LUMO energy at -13.47 eV. The net charge is +10. The calculation puts the HOMO energy at -19.31 eV.

Each atom is followed by the atoms it is bonded to, with distances in Å.
CARTESIAN COORDINATES (ANGSTROEM)
1 C -1.36 3.59 3.54  C2 1.487, H9 1.075, H10 1.122, H11 1.081
2 C -1.74 3.83 2.13  C1 1.487, N3 1.459, H12 1.085, H13 1.119
3 N -2.66 2.85 1.57  C2 1.459, C4 1.397, C7 1.304
4 C -3.65 3.09 0.61  N3 1.397, C5 1.339, H14 1.067
5 C -4.37 1.97 0.59  C4 1.339, N6 1.357, H15 1.092
6 N -3.82 1.03 1.40  C5 1.357, C7 1.323, C8 1.445
7 C -2.80 1.62 1.99  N3 1.304, N6 1.323, H16 1.113
8 C -4.09 -0.38 1.59  N6 1.445, H17 1.153, H18 1.102, H19 1.088
9 H -2.20 3.48 4.20  C1 1.075
10 H -0.75 4.50 3.83  C1 1.122
11 H -0.77 2.70 3.68  C1 1.081
12 H -0.75 3.84 1.68  C2 1.085
13 H -2.17 4.82 1.82  C2 1.119
14 H -3.78 4.05 0.16  C4 1.067
15 H -5.29 1.80 0.02  C5 1.092
16 H -2.28 1.11 2.83  C7 1.113
17 H -4.02 -0.54 2.73  C8 1.153
18 H -3.43 -1.11 1.09  C8 1.102
19 H -5.10 -0.59 1.25  C8 1.088
20 C -9.63 20.26 0.09  C21 1.512, H28 1.072, H29 1.120, H30 1.049
21 C -8.65 21.24 -0.52  C20 1.512, N22 1.539, H31 1.113, H32 1.078
22 N -7.27 20.61 -0.76  C21 1.539, C23 1.354, C26 1.355
23 C -6.04 21.00 -0.35  N22 1.354, C24 1.375, H33 1.057
24 C -5.16 20.06 -0.83  C23 1.375, N25 1.339, H34 1.062
25 N -5.85 19.10 -1.46  C24 1.339, C26 1.355, C27 1.525
26 C -7.15 19.47 -1.48  N22 1.355, N25 1.355, H35 1.065
27 C -5.35 17.80 -2.08  N25 1.525, H36 1.099, H37 1.080, H38 1.079
28 H -9.40 19.88 1.07  C20 1.072
29 H -9.62 19.34 -0.54  C20 1.120
30 H -10.60 20.67 0.07  C20 1.049
31 H -8.48 22.04 0.24  C21 1.113
32 H -8.97 21.76 -1.41  C21 1.078
33 H -5.81 21.91 0.14  C23 1.057
34 H -4.11 19.96 -0.66  C24 1.062
35 H -7.98 18.98 -1.93  C26 1.065
36 H -5.22 17.83 -3.17  C27 1.099
37 H -6.03 16.97 -1.92  C27 1.080
38 H -4.32 17.60 -1.84  C27 1.079
39 C 9.10 -4.42 -1.44  C40 1.520, H47 1.060, H48 1.121, H49 1.080
40 C 8.90 -3.23 -0.51  C39 1.520, N41 1.494, H50 1.076, H51 1.083
41 N 7.97 -2.24 -1.13  C40 1.494, C42 1.396, C45 1.303
42 C 8.30 -1.21 -2.02  N41 1.396, C43 1.376, H52 1.094
43 C 7.13 -0.61 -2.42  C42 1.376, N44 1.379, H53 1.081
44 N 6.13 -1.30 -1.77  C43 1.379, C45 1.331, C46 1.483
45 C 6.67 -2.26 -1.03  N41 1.303, N44 1.331, H54 1.074
46 C 4.69 -0.94 -1.73  N44 1.483, H55 1.068, H56 1.077, H57 1.088
47 H 8.26 -5.05 -1.57  C39 1.060
48 H 9.90 -5.04 -0.98  C39 1.121
49 H 9.40 -4.13 -2.44  C39 1.080
50 H 9.82 -2.74 -0.26  C40 1.076
51 H 8.53 -3.52 0.46  C40 1.083
52 H 9.31 -0.88 -2.29  C42 1.094
53 H 6.92 0.24 -3.05  C43 1.081
54 H 6.25 -2.93 -0.29  C45 1.074
55 H 4.55 -0.10 -1.08  C46 1.068
56 H 4.07 -1.69 -1.25  C46 1.077
57 H 4.41 -0.71 -2.75  C46 1.088
58 C -7.68 8.90 -4.37  C59 1.533, H66 1.116, H67 1.102, H68 1.134
59 C -6.66 9.15 -5.50  C58 1.533, N60 1.463, H69 1.112, H70 1.099
60 N -5.28 9.28 -5.05  C59 1.463, C61 1.353, C64 1.333
61 C -4.60 10.41 -4.73  N60 1.353, C62 1.381, H71 1.072
62 C -3.30 10.02 -4.48  C61 1.381, N63 1.414, H72 1.096
63 N -3.30 8.61 -4.64  C62 1.414, C64 1.308, C65 1.463
64 C -4.50 8.20 -4.96  N60 1.333, N63 1.308, H73 1.061
65 C -2.10 7.84 -4.31  N63 1.463, H74 1.063, H75 1.073, H76 1.090
66 H -8.69 8.80 -4.84  C58 1.116
67 H -7.79 9.81 -3.76  C58 1.102
68 H -7.42 8.02 -3.71  C58 1.134
69 H -6.89 10.03 -6.14  C59 1.112
70 H -6.69 8.26 -6.15  C59 1.099
71 H -5.00 11.39 -4.55  C61 1.072
72 H -2.41 10.56 -4.14  C62 1.096
73 H -4.82 7.21 -5.13  C64 1.061
74 H -1.86 7.96 -3.29  C65 1.063
75 H -1.18 8.09 -4.81  C65 1.073
76 H -2.23 6.78 -4.54  C65 1.090
77 C 0.71 -3.21 -0.48  C78 1.611, H85 1.088, H86 1.103, H87 1.073
78 C 0.02 -2.10 0.46  C77 1.611, N79 1.502, H88 1.070, H89 1.097
79 N -0.44 -0.87 -0.28  C78 1.502, C80 1.385, C83 1.326
80 C -1.34 -0.71 -1.32  N79 1.385, C81 1.341, H90 1.097
81 C -1.33 0.59 -1.65  C80 1.341, N82 1.419, H91 1.094
82 N -0.46 1.21 -0.72  C81 1.419, C83 1.312, C84 1.497
83 C 0.10 0.30 0.04  N79 1.326, N82 1.312, H92 1.090
84 C -0.03 2.63 -0.88  N82 1.497, H93 1.073, H94 1.108, H95 1.043
85 H 1.53 -2.74 -1.03  C77 1.088
86 H 0.05 -3.71 -1.20  C77 1.103
87 H 1.07 -3.98 0.17  C77 1.073
88 H 0.70 -1.61 1.13  C78 1.070
89 H -0.78 -2.61 1.01  C78 1.097
90 H -1.76 -1.62 -1.77  C80 1.097
91 H -1.86 1.01 -2.51  C81 1.094
92 H 0.77 0.52 0.88  C83 1.090
93 H -0.89 3.26 -0.96  C84 1.073
94 H 0.38 2.73 -1.90  C84 1.108
95 H 0.60 2.84 -0.06  C84 1.043
96 C 1.40 7.36 1.80  C97 1.503, H104 1.092, H105 1.099, H106 1.074
97 C 0.32 7.18 0.76  C96 1.503, N98 1.487, H107 1.129, H108 1.092
98 N 0.68 6.47 -0.49  C97 1.487, C99 1.396, C102 1.309
99 C 0.04 6.54 -1.73  N98 1.396, C100 1.344, H109 1.077
100 C 0.76 5.90 -2.66  C99 1.344, N101 1.384, H110 1.081
101 N 1.90 5.48 -2.00  C100 1.384, C102 1.349, C103 1.483
102 C 1.80 5.82 -0.70  N98 1.309, N101 1.349, H111 1.100
103 C 3.06 4.81 -2.64  N101 1.483, H112 1.122, H113 1.069, H114 1.108
104 H 2.23 7.92 1.37  C96 1.092
105 H 1.83 6.41 2.15  C96 1.099
106 H 0.95 7.89 2.62  C96 1.074
107 H 0.00 8.20 0.39  C97 1.129
108 H -0.55 6.72 1.23  C97 1.092
109 H -0.93 7.01 -1.82  C99 1.077
110 H 0.43 5.77 -3.68  C100 1.081
111 H 2.52 5.45 0.05  C102 1.100
112 H 3.56 4.28 -1.79  C103 1.122
113 H 3.69 5.50 -3.16  C103 1.069
114 H 2.74 4.05 -3.38  C103 1.108
115 C -4.89 -8.28 -1.71  N116 1.442, H129 1.123, H130 1.079, H131 1.095
116 N -3.72 -7.81 -2.40  C115 1.442, C117 1.361, C121 1.327
117 C -3.51 -8.37 -3.62  N116 1.361, C118 1.374, H132 1.097
118 C -2.34 -8.13 -4.30  C117 1.374, C119 1.422, H133 1.096
119 C -1.43 -7.14 -3.83  C118 1.422, C120 1.421, C122 1.474
120 C -1.75 -6.60 -2.55  C119 1.421, C121 1.360, H134 1.071
121 C -2.87 -6.95 -1.86  N116 1.327, C120 1.360, H135 1.129
122 C -0.14 -6.81 -4.46  C119 1.474, C123 1.397, C127 1.400
123 C -0.03 -5.96 -5.56  C122 1.397, C124 1.366, H136 1.078
124 C 1.18 -5.60 -6.09  C123 1.366, N125 1.351, H137 1.114
125 N 2.28 -6.04 -5.44  C124 1.351, C126 1.323, C128 1.442
126 C 2.23 -6.88 -4.41  N125 1.323, C127 1.413, H138 1.101
127 C 1.01 -7.39 -3.92  C122 1.400, C126 1.413, H139 1.098
128 C 3.56 -5.68 -5.99  N125 1.442, H140 1.076, H141 1.112, H142 1.127
129 H -4.55 -9.06 -0.97  C115 1.123
130 H -5.63 -8.72 -2.36  C115 1.079
131 H -5.26 -7.47 -1.08  C115 1.095
132 H -4.21 -9.14 -3.98  C117 1.097
133 H -2.15 -8.52 -5.31  C118 1.096
134 H -1.06 -5.94 -2.07  C120 1.071
135 H -3.16 -6.53 -0.86  C121 1.129
136 H -0.84 -5.39 -6.00  C123 1.078
137 H 1.30 -4.80 -6.85  C124 1.114
138 H 3.14 -7.10 -3.84  C126 1.101
139 H 1.08 -8.12 -3.10  C127 1.098
140 H 3.54 -5.48 -7.04  C128 1.076
141 H 4.20 -6.56 -5.79  C128 1.112
142 H 3.90 -4.73 -5.48  C128 1.127
143 C 1.70 5.23 6.34  N144 1.434, H157 1.113, H158 1.100, H159 1.099
144 N 2.73 5.57 7.28  C143 1.434, C145 1.332, C149 1.339
145 C 4.02 5.49 6.95  N144 1.332, C146 1.366, H160 1.085
146 C 4.97 5.89 7.86  C145 1.366, C147 1.403, H161 1.033
147 C 4.61 6.37 9.13  C146 1.403, C148 1.419, C150 1.459
148 C 3.24 6.29 9.50  C147 1.419, C149 1.361, H162 1.075
149 C 2.39 5.85 8.54  N144 1.339, C148 1.361, H163 1.086
150 C 5.62 6.85 10.07  C147 1.459, C151 1.438, C155 1.360
151 C 5.64 6.28 11.39  C150 1.438, C152 1.363, H164 1.078
152 C 6.49 6.69 12.37  C151 1.363, N153 1.336, H165 1.084
153 N 7.37 7.67 12.09  C152 1.336, C154 1.322, C156 1.462
154 C 7.32 8.23 10.90  N153 1.322, C155 1.391, H166 1.095
155 C 6.54 7.82 9.83  C150 1.360, C154 1.391, H167 1.056
156 C 8.29 8.12 13.13  N153 1.462, H168 1.068, H169 1.070, H170 1.092
157 H 2.06 5.40 5.30  C143 1.113
158 H 0.88 5.96 6.39  C143 1.100
159 H 1.30 4.22 6.52  C143 1.099
160 H 4.24 5.14 5.95  C145 1.085
161 H 5.93 6.02 7.51  C146 1.033
162 H 2.75 6.58 10.41  C148 1.075
163 H 1.33 5.84 8.79  C149 1.086
164 H 4.97 5.51 11.72  C151 1.078
165 H 6.51 6.21 13.34  C152 1.084
166 H 8.06 9.04 10.83  C154 1.095
167 H 6.73 8.42 8.98  C155 1.056
168 H 8.82 8.99 12.79  C156 1.068
169 H 9.05 7.40 13.35  C156 1.070
170 H 7.79 8.40 14.06  C156 1.092
171 C 1.69 -11.91 -0.88  N172 1.479, H185 1.072, H186 1.096, H187 1.090
172 N 3.15 -12.03 -0.74  C171 1.479, C173 1.324, C177 1.355
173 C 3.77 -12.88 -1.55  N172 1.324, C174 1.376, H188 1.053
174 C 5.14 -13.00 -1.50  C173 1.376, C175 1.427, H189 1.039
175 C 5.91 -12.17 -0.63  C174 1.427, C176 1.415, C178 1.483
176 C 5.23 -11.38 0.32  C175 1.415, C177 1.387, H190 1.107
177 C 3.86 -11.31 0.17  N172 1.355, C176 1.387, H191 1.118
178 C 7.39 -12.18 -0.64  C175 1.483, C179 1.367, C183 1.414
179 C 8.14 -13.27 -1.01  C178 1.367, C180 1.375, H192 1.077
180 C 9.51 -13.31 -1.06  C179 1.375, N181 1.346, H193 1.069
181 N 10.13 -12.16 -0.74  C180 1.346, C182 1.307, C184 1.510
182 C 9.50 -11.10 -0.30  N181 1.307, C183 1.382, H194 1.075
183 C 8.12 -11.03 -0.26  C178 1.414, C182 1.382, H195 1.066
184 C 11.62 -12.01 -0.93  N181 1.510, H196 1.108, H197 1.108, H198 1.091
185 H 1.43 -10.87 -0.76  C171 1.072
186 H 1.23 -12.46 -0.05  C171 1.096
187 H 1.36 -12.37 -1.81  C171 1.090
188 H 3.15 -13.39 -2.24  C173 1.053
189 H 5.58 -13.63 -2.19  C174 1.039
190 H 5.72 -10.78 1.12  C176 1.107
191 H 3.21 -10.72 0.87  C177 1.118
192 H 7.59 -14.15 -1.32  C179 1.077
193 H 10.08 -14.11 -1.48  C180 1.069
194 H 10.11 -10.25 -0.10  C182 1.075
195 H 7.73 -10.10 0.08  C183 1.066
196 H 11.83 -11.15 -1.59  C184 1.108
197 H 12.03 -12.92 -1.42  C184 1.108
198 H 12.07 -11.97 0.06  C184 1.091
199 C 7.14 2.88 -13.67  N200 1.484, H213 1.077, H214 1.094, H215 1.071
200 N 5.80 3.37 -13.29  C199 1.484, C201 1.361, C205 1.349
201 C 5.74 4.31 -12.30  N200 1.361, C202 1.339, H216 1.095
202 C 4.58 4.50 -11.67  C201 1.339, C203 1.404, H217 1.074
203 C 3.38 3.92 -12.11  C202 1.404, C204 1.451, C206 1.495
204 C 3.43 3.07 -13.28  C203 1.451, C205 1.394, H218 1.100
205 C 4.70 2.74 -13.75  N200 1.349, C204 1.394, H219 1.084
206 C 2.11 4.25 -11.40  C203 1.495, C207 1.382, C211 1.427
207 C 1.09 4.97 -12.00  C206 1.382, C208 1.370, H220 1.113
208 C -0.03 5.21 -11.25  C207 1.370, N209 1.328, H221 1.079
209 N -0.14 4.78 -10.00  C208 1.328, C210 1.349, C212 1.476
210 C 0.79 3.99 -9.42  N209 1.349, C211 1.382, H222 1.071
211 C 1.94 3.66 -10.10  C206 1.427, C210 1.382, H223 1.133
212 C -1.22 5.22 -9.09  N209 1.476, H224 1.055, H225 1.098, H226 1.096
213 H 7.06 2.19 -14.50  C199 1.077
214 H 7.71 2.34 -12.91  C199 1.094
215 H 7.70 3.74 -13.99  C199 1.071
216 H 6.68 4.76 -11.96  C201 1.095
217 H 4.56 5.24 -10.89  C202 1.074
218 H 2.49 2.69 -13.72  C204 1.100
219 H 4.86 2.11 -14.62  C205 1.084
220 H 1.18 5.31 -13.06  C207 1.113
221 H -0.77 5.85 -11.70  C208 1.079
222 H 0.52 3.52 -8.50  C210 1.071
223 H 2.75 3.04 -9.61  C211 1.133
224 H -1.59 6.18 -9.33  C212 1.055
225 H -0.98 5.25 -8.03  C212 1.098
226 H -2.06 4.52 -9.19  C212 1.096
227 C -14.61 -1.71 6.73  N228 1.550, H241 1.117, H242 1.092, H243 1.063
228 N -13.81 -2.25 5.52  C227 1.550, C229 1.372, C233 1.331
229 C -13.35 -1.35 4.59  N228 1.372, C230 1.360, H244 1.063
230 C -12.54 -1.72 3.56  C229 1.360, C231 1.377, H245 1.080
231 C -12.22 -3.06 3.44  C230 1.377, C232 1.382, C234 1.481
232 C -12.73 -3.97 4.34  C231 1.382, C233 1.361, H246 1.050
233 C -13.55 -3.55 5.34  N228 1.331, C232 1.361, H247 1.086
234 C -11.52 -3.61 2.26  C231 1.481, C235 1.403, C239 1.365
235 C -12.16 -3.70 1.01  C234 1.403, C236 1.378, H248 1.082
236 C -11.43 -4.25 -0.01  C235 1.378, N237 1.364, H249 1.075
237 N -10.15 -4.70 0.15  C236 1.364, C238 1.309, C240 1.512
238 C -9.56 -4.61 1.31  N237 1.309, C239 1.393, H250 1.084
239 C -10.26 -4.11 2.41  C234 1.365, C238 1.393, H251 1.034
240 C -9.43 -5.36 -1.01  N237 1.512, H252 1.067, H253 1.078, H254 1.082
241 H -15.43 -2.42 6.98  C227 1.117
242 H -14.93 -0.68 6.51  C227 1.092
243 H -13.92 -1.74 7.54  C227 1.063
244 H -13.71 -0.36 4.75  C229 1.063
245 H -12.16 -0.92 2.94  C230 1.080
246 H -12.54 -4.99 4.14  C232 1.050
247 H -13.98 -4.17 6.11  C233 1.086
248 H -13.20 -3.42 0.86  C235 1.082
249 H -11.84 -4.37 -1.00  C236 1.075
250 H -8.53 -4.89 1.49  C238 1.084
251 H -9.63 -3.87 3.19  C239 1.034
252 H -10.11 -6.10 -1.36  C240 1.067
253 H -8.47 -5.68 -0.64  C240 1.078
254 H -9.21 -4.61 -1.76  C240 1.082
255 C 1.91 -9.84 14.44  N256 1.513, H269 1.063, H270 1.058, H271 1.102
256 N 2.06 -9.68 12.95  C255 1.513, C257 1.326, C261 1.356
257 C 3.03 -10.34 12.33  N256 1.326, C258 1.320, H272 1.115
258 C 3.21 -10.26 11.03  C257 1.320, C259 1.416, H273 1.072
259 C 2.31 -9.56 10.19  C258 1.416, C260 1.418, C262 1.494
260 C 1.35 -8.76 10.86  C259 1.418, C261 1.381, H274 1.137
261 C 1.25 -8.85 12.23  N256 1.356, C260 1.381, H275 1.121
262 C 2.43 -9.32 8.72  C259 1.494, C263 1.366, C267 1.388
263 C 3.62 -8.88 8.21  C262 1.366, C264 1.347, H276 1.055
264 C 3.62 -8.48 6.92  C263 1.347, N265 1.327, H277 1.105
265 N 2.57 -8.60 6.12  C264 1.327, C266 1.393, C268 1.525
266 C 1.41 -9.22 6.58  N265 1.393, C267 1.389, H278 1.089
267 C 1.30 -9.50 7.93  C262 1.388, C266 1.389, H279 1.084
268 C 2.65 -8.09 4.68  N265 1.525, H280 1.112, H281 1.130, H282 1.109
269 H 2.86 -9.55 14.82  C255 1.063
270 H 1.80 -10.88 14.62  C255 1.058
271 H 1.00 -9.32 14.77  C255 1.102
272 H 3.75 -10.91 12.97  C257 1.115
273 H 4.02 -10.80 10.56  C258 1.072
274 H 0.62 -8.07 10.32  C260 1.137
275 H 0.31 -8.46 12.71  C261 1.121
276 H 4.49 -8.69 8.79  C263 1.055
277 H 4.55 -8.13 6.45  C264 1.105
278 H 0.54 -9.31 5.93  C266 1.089
279 H 0.37 -9.84 8.38  C267 1.084
280 H 2.50 -6.99 4.56  C268 1.112
281 H 1.94 -8.70 4.05  C268 1.130
282 H 3.67 -8.25 4.27  C268 1.109
283 C -4.14 7.80 -0.48  F284 1.377, F285 1.380, F286 1.390, S287 1.874
284 F -5.44 8.16 -0.79  C283 1.377
285 F -3.30 8.71 -1.07  C283 1.380
286 F -3.93 7.71 0.89  C283 1.390
287 S -3.86 6.12 -1.26  C283 1.874, O288 1.467, O289 1.434, O290 1.466
288 O -2.60 5.75 -0.61  S287 1.467
289 O -5.03 5.38 -0.85  S287 1.434
290 O -3.78 6.38 -2.70  S287 1.466
291 C 5.63 -6.24 -0.12  F292 1.328, F293 1.362, F294 1.349, S295 1.796
292 F 4.38 -6.47 0.26  C291 1.328
293 F 5.70 -5.90 -1.44  C291 1.362
294 F 6.10 -5.19 0.58  C291 1.349
295 S 6.63 -7.71 0.11  C291 1.796, O296 1.415, O297 1.436, O298 1.455
296 O 5.98 -8.60 -0.78  S295 1.415
297 O 7.94 -7.27 -0.27  S295 1.436
298 O 6.58 -8.16 1.50  S295 1.455
299 C 3.94 2.57 2.94  F300 1.365, F301 1.340, F302 1.320, S303 1.807
300 F 3.35 1.72 2.05  C299 1.365
301 F 3.70 1.97 4.12  C299 1.340
302 F 5.24 2.63 2.74  C299 1.320
303 S 3.23 4.22 2.82  C299 1.807, O304 1.454, O305 1.470, O306 1.430
304 O 1.81 4.08 3.10  S303 1.454
305 O 3.93 4.99 3.86  S303 1.470
306 O 3.50 4.68 1.49  S303 1.430
307 C -0.64 -7.57 0.90  F308 1.360, F309 1.324, F310 1.335, S311 1.801
308 F -0.15 -6.88 1.97  C307 1.360
309 F -1.26 -8.65 1.34  C307 1.324
310 F -1.54 -6.80 0.29  C307 1.335
311 S 0.77 -7.99 -0.14  C307 1.801, O312 1.430, O313 1.422, O314 1.415
312 O 1.22 -6.70 -0.59  S311 1.430
313 O 1.66 -8.72 0.69  S311 1.422
314 O 0.16 -8.69 -1.21  S311 1.415
315 C -0.80 -1.88 5.22  F316 1.399, F317 1.382, F318 1.310, S319 1.808
316 F -0.60 -3.26 5.13  C315 1.399
317 F -2.12 -1.67 5.55  C315 1.382
318 F -0.04 -1.39 6.17  C315 1.310
319 S -0.45 -1.04 3.65  C315 1.808, O320 1.425, O321 1.420, O322 1.449
320 O -1.54 -1.55 2.89  S319 1.425
321 O -0.53 0.34 4.00  S319 1.420
322 O 0.86 -1.45 3.18  S319 1.449
323 C -5.98 -3.87 -2.01  F324 1.321, F325 1.392, F326 1.349, S327 1.951
324 F -5.12 -3.05 -2.59  C323 1.321
325 F -7.20 -3.20 -1.87  C323 1.392
326 F -6.19 -4.82 -2.94  C323 1.349
327 S -5.42 -4.47 -0.24  C323 1.951, O328 1.475, O329 1.442, O330 1.427
328 O -6.23 -5.68 0.02  S327 1.475
329 O -4.01 -4.77 -0.31  S327 1.442
330 O -5.75 -3.41 0.65  S327 1.427
331 C 0.50 2.70 -6.15  F332 1.371, F333 1.380, F334 1.306, S335 1.844
332 F 1.32 3.66 -6.67  C331 1.371
333 F 0.15 1.81 -7.15  C331 1.380
334 F 1.19 1.97 -5.31  C331 1.306
335 S -0.99 3.53 -5.44  C331 1.844, O336 1.464, O337 1.402, O338 1.425
336 O -1.05 2.93 -4.10  S335 1.464
337 O -0.55 4.86 -5.41  S335 1.402
338 O -2.07 3.25 -6.32  S335 1.425
339 C 0.26 -1.38 -4.46  F340 1.336, F341 1.357, F342 1.387, S343 1.887
340 F -0.71 -1.84 -5.25  C339 1.336
341 F 0.07 -0.08 -4.12  C339 1.357
342 F 0.19 -2.09 -3.27  C339 1.387
343 S 2.03 -1.67 -5.05  C339 1.887, O344 1.429, O345 1.439, O346 1.461
344 O 2.31 -3.04 -4.74  S343 1.429
345 O 2.03 -1.24 -6.42  S343 1.439
346 O 2.85 -0.76 -4.25  S343 1.461